# 1
{"formula": "C22H66O22", "method": "wB97M-V/def2-TZVPD", "spin_multiplicity": 2, "s2": 0.755, "charge": 1, "e_homo_ev": [-11.069, -11.069], "relative_energy_kj_mol": 97.1, "gap_ev": [8.299, 2.095], "symbols": ["C", "C", "O", "O", "H", "H", "H", "H", "H", "H", "C", "C", "O", "O", "H", "H", "H", "H", "H", "H", "C", "C", "O", "O", "H", "H", "H", "H", "H", "H", "C", "C", "O", "O", "H", "H", "H", "H", "H", "H", "C", "C", "O", "O", "H", "H", "H", "H", "H", "H", "C", "C", "O", "O", "H", "H", "H", "H", "H", "H", "C", "C", "O", "O", "H", "H", "H", "H", "H", "H", "C", "C", "O", "O", "H", "H", "H", "H", "H", "H", "C", "C", "O", "O", "H", "H", "H", "H", "H", "H", "C", "C", "O", "O", "H", "H", "H", "H", "H", "H", "C", "C", "O", "O", "H", "H", "H", "H", "H", "H"], "coordinates": [[4.72, 1.54, -1.20], [5.28, 0.58, -0.17], [4.24, 0.02, 0.66], [4.15, 2.72, -0.52], [3.95, 0.98, -1.74], [5.49, 1.70, -1.96], [5.94, 1.23, 0.40], [5.82, -0.28, -0.56], [3.66, 0.69, 1.04], [3.73, 3.29, -1.17], [1.10, -1.80, 4.03], [2.21, -0.72, 4.25], [3.04, -0.86, 5.46], [-0.03, -1.60, 4.82], [1.45, -2.81, 4.23], [0.90, -1.92, 2.97], [1.71, 0.25, 4.26], [2.94, -0.73, 3.44], [2.47, -0.49, 6.15], [0.21, -1.78, 5.73], [3.15, -2.78, -1.48], [2.61, -2.98, -0.06], [3.63, -2.70, 0.93], [4.07, -3.70, -1.98], [3.45, -1.74, -1.64], [2.29, -2.84, -2.15], [2.33, -4.03, 0.04], [1.84, -2.23, 0.10], [3.93, -1.79, 0.83], [3.67, -4.52, -1.69], [-4.89, 3.76, 0.76], [-6.01, 3.17, 1.62], [-5.57, 2.25, 2.57], [-4.13, 2.79, -0.05], [-4.10, 4.21, 1.36], [-5.34, 4.52, 0.11], [-6.79, 2.78, 0.97], [-6.63, 3.95, 2.07], [-5.62, 1.43, 2.07], [-3.78, 2.10, 0.52], [3.87, 3.47, 2.80], [3.40, 3.85, 4.15], [1.97, 4.14, 4.05], [3.06, 2.46, 2.14], [4.87, 3.04, 2.93], [3.94, 4.39, 2.21], [4.03, 4.65, 4.55], [3.47, 3.04, 4.87], [1.68, 3.48, 3.42], [3.11, 2.68, 1.21], [-0.84, 0.49, -5.38], [-0.80, 0.98, -3.99], [0.46, 0.47, -3.42], [-0.89, -0.96, -5.41], [-0.04, 0.90, -6.00], [-1.79, 0.79, -5.84], [-1.63, 0.77, -3.32], [-0.75, 2.07, -3.97], [0.26, -0.36, -2.99], [-0.09, -1.28, -5.01], [0.73, 0.76, 0.05], [-0.55, -0.04, -0.11], [-0.49, -0.95, -1.26], [0.84, 1.79, -0.89], [1.56, 0.09, -0.17], [0.92, 1.06, 1.08], [-1.45, 0.55, 0.05], [-0.69, -0.69, 0.76], [-1.33, -1.42, -1.27], [0.60, 1.43, -1.74], [2.36, 4.14, -2.98], [2.84, 3.53, -4.35], [3.16, 4.59, -5.30], [3.38, 4.91, -2.38], [1.93, 3.34, -2.38], [1.49, 4.80, -3.05], [2.18, 2.78, -4.77], [3.77, 3.01, -4.09], [3.20, 4.17, -6.17], [3.52, 5.75, -2.82], [-0.18, -5.76, 1.17], [-0.88, -4.48, 0.59], [-0.75, -3.36, 1.51], [-0.74, -6.01, 2.47], [0.86, -5.52, 1.38], [-0.37, -6.63, 0.54], [-1.90, -4.78, 0.37], [-0.30, -4.26, -0.31], [-1.10, -3.44, 2.41], [-0.39, -6.87, 2.72], [-5.06, -3.14, -1.68], [-3.68, -3.13, -1.22], [-2.84, -2.14, -1.75], [-5.17, -3.55, -3.09], [-5.65, -2.25, -1.46], [-5.58, -3.88, -1.07], [-3.11, -4.02, -1.50], [-3.63, -2.97, -0.14], [-3.09, -1.86, -2.63], [-5.27, -2.78, -3.65], [-4.09, -0.50, 1.95], [-5.26, -0.70, 0.97], [-6.43, -0.04, 1.41], [-3.40, 0.71, 1.83], [-3.43, -1.35, 1.77], [-4.39, -0.49, 2.99], [-5.49, -1.76, 0.89], [-5.03, -0.31, -0.02], [-7.04, 0.10, 0.68], [-2.91, 0.83, 2.65]]}


# 2
{"formula": "C22H70N14O13", "method": "wB97M-V/def2-TZVPD", "spin_multiplicity": 1, "charge": 0, "e_homo_ev": -8.605, "gap_ev": 8.719, "symbols": ["C", "O", "N", "N", "H", "H", "H", "H", "C", "O", "N", "N", "H", "H", "H", "H", "C", "O", "N", "N", "H", "H", "H", "H", "C", "O", "N", "N", "H", "H", "H", "H", "C", "O", "N", "N", "H", "H", "H", "H", "C", "O", "N", "N", "H", "H", "H", "H", "C", "O", "N", "N", "H", "H", "H", "H", "C", "C", "O", "H", "H", "H", "H", "H", "H", "C", "C", "O", "H", "H", "H", "H", "H", "H", "C", "C", "O", "H", "H", "H", "H", "H", "H", "C", "C", "C", "O", "H", "H", "H", "H", "H", "H", "H", "H", "C", "C", "C", "O", "H", "H", "H", "H", "H", "H", "H", "H", "C", "C", "C", "O", "H", "H", "H", "H", "H", "H", "H", "H"], "coordinates": [[-3.81, -2.87, -1.13], [-3.82, -3.96, -1.66], [-3.43, -2.69, 0.13], [-3.95, -1.77, -1.77], [-3.29, -1.82, 0.60], [-3.22, -3.55, 0.62], [-3.82, -0.91, -1.27], [-3.83, -1.87, -2.77], [-3.88, 1.27, 1.17], [-3.49, 0.35, 0.45], [-4.68, 1.03, 2.21], [-3.80, 2.53, 0.90], [-5.14, 1.71, 2.78], [-4.67, 0.05, 2.45], [-3.96, 3.19, 1.64], [-3.24, 2.79, 0.10], [1.18, 3.68, -0.83], [0.08, 3.24, -0.66], [1.80, 4.36, 0.10], [1.93, 3.39, -1.85], [2.79, 4.49, -0.01], [1.37, 4.46, 1.01], [2.88, 3.73, -1.87], [1.52, 2.87, -2.61], [4.34, -3.01, -4.41], [4.95, -1.95, -4.59], [3.34, -3.15, -3.54], [4.53, -4.08, -5.15], [2.82, -4.01, -3.48], [2.97, -2.30, -3.14], [3.88, -4.86, -5.15], [5.34, -4.11, -5.74], [2.85, -4.55, 0.20], [2.54, -3.74, -0.70], [2.95, -5.85, -0.11], [3.08, -4.25, 1.42], [3.04, -6.50, 0.65], [2.78, -6.16, -1.05], [3.50, -4.87, 2.09], [3.21, -3.25, 1.46], [1.89, 0.92, -4.41], [0.85, 1.27, -4.89], [3.07, 1.24, -4.90], [2.02, 0.15, -3.38], [3.29, 1.96, -5.56], [3.85, 0.74, -4.50], [1.26, -0.37, -2.96], [2.93, -0.01, -2.99], [-1.80, -1.02, -4.79], [-2.66, -1.85, -4.63], [-1.74, -0.31, -5.89], [-0.99, -0.52, -3.80], [-1.26, 0.57, -5.79], [-2.42, -0.54, -6.60], [-0.40, 0.25, -4.10], [-0.96, -1.05, -2.95], [3.81, 1.34, 2.64], [4.45, 2.26, 1.59], [5.71, 2.82, 1.92], [4.49, 0.49, 2.80], [2.85, 0.97, 2.29], [3.55, 1.83, 3.58], [3.78, 3.10, 1.40], [4.61, 1.79, 0.62], [5.58, 3.23, 2.78], [-1.20, 5.63, 3.80], [-1.25, 4.20, 3.21], [-0.03, 3.75, 2.70], [-0.45, 5.69, 4.59], [-2.17, 5.80, 4.26], [-1.03, 6.31, 2.96], [-2.19, 4.14, 2.65], [-1.48, 3.46, 3.98], [-0.22, 3.18, 1.95], [1.27, -6.61, 3.51], [0.78, -5.15, 3.60], [0.13, -4.85, 4.80], [1.93, -6.94, 4.32], [1.81, -6.79, 2.58], [0.49, -7.38, 3.54], [0.19, -4.77, 2.76], [1.61, -4.45, 3.64], [-0.74, -4.52, 4.57], [-0.20, -2.15, 0.61], [-0.26, -1.17, -0.58], [0.41, 0.16, -0.27], [0.57, -1.74, -1.57], [0.64, -2.84, 0.62], [-1.01, -2.89, 0.61], [-0.20, -1.68, 1.59], [-1.33, -1.20, -0.82], [-0.13, 0.68, 0.52], [0.31, 0.80, -1.15], [1.49, 0.15, -0.12], [0.88, -2.54, -1.13], [-2.03, -0.36, 3.80], [-1.90, -0.17, 5.31], [-2.87, 0.90, 5.84], [-2.28, -1.33, 6.06], [-1.49, -1.24, 3.46], [-1.81, 0.49, 3.15], [-3.05, -0.60, 3.48], [-0.91, 0.16, 5.62], [-2.52, 1.21, 6.83], [-3.88, 0.49, 5.90], [-2.81, 1.82, 5.27], [-2.98, -1.75, 5.55], [-1.57, 5.15, -3.15], [-2.56, 4.00, -2.88], [-1.94, 2.79, -3.46], [-2.62, 3.94, -1.49], [-1.85, 6.05, -2.60], [-1.64, 5.39, -4.22], [-0.52, 4.94, -2.98], [-3.61, 4.20, -3.10], [-1.00, 2.48, -3.01], [-1.75, 3.04, -4.50], [-2.68, 1.99, -3.51], [-1.75, 3.82, -1.09]]}


# 3
{"formula": "C22H70O28P6", "method": "wB97M-V/def2-TZVPD", "spin_multiplicity": 2, "s2": 0.754, "charge": 1, "e_homo_ev": [-12.283, -12.283], "relative_energy_kj_mol": 5.8, "gap_ev": [10.439, 3.382], "symbols": ["C", "O", "P", "O", "O", "C", "O", "C", "H", "H", "H", "H", "H", "H", "H", "H", "H", "C", "O", "P", "O", "O", "C", "O", "C", "H", "H", "H", "H", "H", "H", "H", "H", "H", "C", "O", "P", "O", "O", "C", "O", "C", "H", "H", "H", "H", "H", "H", "H", "H", "H", "C", "O", "P", "O", "O", "C", "O", "C", "H", "H", "H", "H", "H", "H", "H", "H", "H", "C", "O", "P", "O", "O", "C", "O", "C", "H", "H", "H", "H", "H", "H", "H", "H", "H", "C", "O", "P", "O", "O", "C", "O", "C", "H", "H", "H", "H", "H", "H", "H", "H", "H", "C", "O", "H", "H", "H", "H", "C", "O", "H", "H", "H", "H", "C", "O", "H", "H", "H", "H", "C", "O", "H", "H", "H", "H"], "coordinates": [[18.50, -18.85, 11.81], [19.46, -17.95, 11.41], [20.70, -17.56, 12.41], [20.47, -17.84, 13.83], [21.94, -18.40, 11.73], [23.18, -18.58, 12.44], [21.06, -16.03, 12.01], [21.86, -15.21, 12.89], [17.56, -18.39, 12.11], [18.83, -19.50, 12.63], [18.23, -19.50, 10.98], [23.09, -18.26, 13.47], [23.94, -18.02, 11.90], [23.49, -19.63, 12.44], [21.35, -14.25, 12.80], [22.88, -15.08, 12.52], [21.78, -15.53, 13.93], [14.04, -18.24, 13.53], [14.81, -18.12, 14.72], [15.56, -16.68, 15.09], [15.92, -16.59, 16.51], [14.46, -15.55, 14.67], [14.57, -14.21, 15.01], [16.77, -16.55, 13.97], [17.71, -15.49, 13.99], [14.25, -17.50, 12.76], [12.99, -18.32, 13.80], [14.41, -19.13, 13.02], [13.64, -13.85, 15.46], [14.59, -13.67, 14.07], [15.44, -14.01, 15.63], [17.94, -15.44, 15.06], [17.39, -14.51, 13.64], [18.59, -15.79, 13.43], [20.17, -27.53, 12.17], [19.67, -26.53, 11.27], [20.75, -25.50, 10.58], [21.37, -24.62, 11.59], [19.86, -24.76, 9.49], [18.66, -24.10, 9.96], [21.78, -26.53, 9.88], [22.80, -26.20, 8.96], [21.19, -27.28, 12.45], [20.06, -28.51, 11.69], [19.57, -27.62, 13.08], [18.29, -24.24, 10.97], [17.78, -24.29, 9.34], [19.02, -23.07, 9.98], [23.73, -26.75, 9.07], [23.19, -25.19, 9.03], [22.48, -26.42, 7.94], [14.99, -21.39, 14.93], [15.02, -22.79, 14.53], [16.34, -23.33, 13.69], [16.49, -22.74, 12.35], [17.53, -23.03, 14.75], [17.73, -23.75, 15.95], [16.11, -24.90, 13.71], [17.21, -25.70, 13.28], [15.51, -21.36, 15.89], [13.99, -20.99, 15.10], [15.53, -20.77, 14.22], [17.50, -23.15, 16.83], [18.68, -24.29, 16.01], [17.12, -24.64, 16.06], [17.46, -26.52, 13.95], [18.18, -25.20, 13.29], [17.06, -26.11, 12.28], [14.99, -16.82, 9.97], [15.42, -16.51, 8.61], [14.36, -16.26, 7.44], [13.66, -17.51, 7.00], [13.38, -15.10, 8.01], [13.93, -14.01, 8.72], [15.23, -15.51, 6.34], [16.12, -16.35, 5.53], [14.90, -15.94, 10.61], [15.65, -17.55, 10.43], [13.96, -17.18, 9.92], [13.57, -13.97, 9.75], [13.62, -13.15, 8.13], [15.01, -13.87, 8.80], [17.12, -16.40, 5.96], [16.32, -15.81, 4.60], [15.79, -17.36, 5.30], [11.68, -27.32, 14.06], [12.49, -26.26, 13.49], [13.36, -26.51, 12.14], [12.52, -27.17, 11.13], [14.03, -25.07, 11.90], [13.32, -24.05, 11.25], [14.64, -27.39, 12.71], [14.76, -28.77, 12.30], [11.23, -27.97, 13.31], [10.87, -26.77, 14.53], [12.31, -27.81, 14.81], [13.97, -23.45, 10.61], [12.82, -23.39, 11.97], [12.58, -24.37, 10.53], [13.96, -29.12, 11.64], [14.63, -29.44, 13.14], [15.72, -28.87, 11.79], [11.75, -20.93, 11.36], [11.15, -22.03, 10.73], [12.42, -20.41, 10.67], [10.98, -20.26, 11.75], [12.40, -21.10, 12.21], [10.52, -21.62, 10.13], [13.02, -22.21, 7.66], [13.15, -23.48, 7.04], [13.70, -21.60, 7.07], [12.00, -21.83, 7.66], [13.37, -22.10, 8.68], [12.25, -23.80, 7.03], [16.85, -19.73, 6.28], [17.74, -20.33, 7.18], [17.36, -19.28, 5.43], [16.00, -20.36, 6.02], [16.37, -18.96, 6.87], [18.64, -20.21, 6.86], [15.99, -20.50, 9.89], [15.32, -20.71, 11.14], [15.29, -20.71, 9.07], [16.31, -19.46, 9.78], [16.83, -21.18, 9.78], [15.81, -21.41, 11.59]]}


# 4
{"formula": "C22H72BN2O16P", "method": "wB97M-V/def2-TZVPD", "spin_multiplicity": 1, "charge": 0, "e_homo_ev": -7.996, "gap_ev": 8.503, "symbols": ["C", "B", "O", "C", "C", "N", "C", "C", "N", "P", "C", "C", "H", "H", "H", "H", "H", "H", "H", "H", "H", "H", "H", "H", "C", "O", "H", "H", "H", "H", "C", "O", "H", "H", "H", "H", "C", "O", "H", "H", "H", "H", "C", "O", "H", "H", "H", "H", "C", "O", "H", "H", "H", "H", "C", "O", "H", "H", "H", "H", "C", "O", "H", "H", "H", "H", "C", "O", "H", "H", "H", "H", "C", "O", "H", "H", "H", "H", "C", "O", "H", "H", "H", "H", "C", "O", "H", "H", "H", "H", "C", "O", "H", "H", "H", "H", "C", "O", "H", "H", "H", "H", "C", "O", "H", "H", "H", "H", "C", "O", "H", "H", "H", "H"], "coordinates": [[-1.74, -3.03, -1.56], [-0.22, -2.80, -1.50], [0.48, -2.59, -2.64], [0.66, -2.80, -0.16], [0.45, -3.98, 0.56], [0.21, -4.95, 1.12], [0.53, -1.59, 0.79], [-0.68, -0.89, 0.64], [-1.69, -0.35, 0.51], [2.04, -0.50, 0.61], [1.56, 1.01, -0.28], [2.38, 0.05, 2.31], [-1.93, -3.94, -2.11], [-2.17, -2.23, -2.15], [-2.22, -3.05, -0.60], [0.40, -3.39, -3.20], [1.69, -2.82, -0.46], [0.55, -1.94, 1.81], [0.77, 0.84, -0.98], [2.42, 1.36, -0.84], [1.30, 1.77, 0.44], [3.35, 0.51, 2.32], [1.68, 0.81, 2.59], [2.33, -0.76, 3.01], [-4.36, -5.61, -2.84], [-3.10, -6.08, -3.31], [-4.24, -5.32, -1.80], [-4.68, -4.75, -3.41], [-5.12, -6.41, -2.90], [-3.20, -6.34, -4.23], [-4.03, 0.82, -2.35], [-2.68, 0.36, -2.48], [-4.39, 1.07, -3.35], [-4.66, 0.03, -1.94], [-4.11, 1.71, -1.72], [-2.35, 0.13, -1.60], [0.31, -4.86, -6.18], [0.35, -4.64, -4.77], [-0.56, -4.33, -6.56], [1.20, -4.48, -6.66], [0.20, -5.93, -6.40], [1.11, -5.12, -4.42], [2.00, -1.87, 6.24], [2.42, -0.71, 5.52], [1.48, -2.52, 5.54], [2.86, -2.41, 6.65], [1.33, -1.59, 7.04], [2.88, -0.13, 6.14], [0.05, 0.62, 8.81], [1.38, 0.14, 8.62], [-0.33, 0.91, 7.83], [-0.60, -0.16, 9.22], [0.02, 1.49, 9.47], [1.73, -0.12, 9.48], [-5.63, 4.50, -2.42], [-5.96, 3.28, -1.75], [-5.48, 4.26, -3.47], [-6.44, 5.23, -2.33], [-4.72, 4.94, -2.02], [-6.10, 3.50, -0.82], [-3.01, 6.73, -0.21], [-3.42, 7.13, -1.51], [-2.91, 5.64, -0.23], [-2.05, 7.16, 0.06], [-3.75, 7.00, 0.55], [-3.52, 8.09, -1.51], [4.35, -3.26, -2.29], [3.60, -2.31, -3.02], [5.39, -3.16, -2.60], [4.30, -3.07, -1.21], [4.03, -4.29, -2.50], [2.68, -2.39, -2.75], [3.90, 3.56, 3.06], [3.76, 3.03, 1.74], [3.59, 2.78, 3.75], [4.93, 3.83, 3.27], [3.26, 4.43, 3.19], [4.04, 3.71, 1.12], [5.95, -1.85, 1.60], [5.44, -1.39, 0.35], [5.98, -2.93, 1.56], [6.97, -1.48, 1.78], [5.31, -1.54, 2.43], [5.41, -0.43, 0.38], [-1.19, -2.94, 4.29], [0.09, -3.31, 3.80], [-1.04, -2.48, 5.27], [-1.68, -2.21, 3.64], [-1.84, -3.81, 4.42], [-0.04, -3.72, 2.93], [1.15, 4.62, 0.62], [1.72, 5.89, 0.96], [0.53, 4.28, 1.45], [0.54, 4.70, -0.28], [1.95, 3.89, 0.45], [2.27, 6.15, 0.21], [3.81, 3.89, -2.78], [4.00, 4.33, -1.42], [2.90, 4.35, -3.15], [4.65, 4.19, -3.40], [3.70, 2.80, -2.82], [4.80, 3.92, -1.09], [0.15, 5.29, -4.03], [1.36, 4.80, -4.61], [0.36, 5.54, -2.99], [-0.21, 6.18, -4.54], [-0.64, 4.53, -4.04], [1.17, 4.57, -5.53], [-7.05, -4.48, -0.89], [-6.18, -3.44, -1.35], [-6.79, -5.39, -1.41], [-6.93, -4.63, 0.18], [-8.10, -4.22, -1.11], [-6.42, -2.64, -0.87]]}


- What is the formula in the second record?
  C22H70N14O13